DFT (wB97M-V/def2-TZVPD) results for a 24-piece molecular cluster, C11H67IN5O26 overall.

The net charge is +1.

Element x y z (Å)
N (-2.6856, -2.7518, 2.2221)
C (-1.5136, -2.2199, 1.5086)
C (-1.9002, -1.5580, 0.1870)
N (-0.6566, -1.4257, -0.6024)
C (-0.0602, -0.2859, -0.2410)
N (1.1473, 0.0792, -0.5836)
C (1.6345, 1.3636, -0.0466)
C (1.0684, 2.5764, -0.8065)
C (0.7688, 3.5704, 0.2841)
N (-0.5653, 3.5494, 0.7841)
O (1.6259, 4.2933, 0.7585)
C (2.0255, -0.7145, -1.4167)
C (1.4011, -1.1855, -2.7283)
O (1.5965, -2.3115, -3.1424)
I (0.2028, 0.1593, -3.8930)
N (-0.8798, 0.4997, 0.5206)
C (-2.2362, -0.0610, 0.3341)
C (-3.2634, 0.2271, 1.4195)
C (-4.2451, 1.2669, 0.9046)
O (-5.1177, 0.6550, -0.0569)
H (-2.5034, -2.6633, 3.2096)
H (-2.7447, -3.7389, 2.0255)
H (-0.9584, -1.5564, 2.1604)
H (-0.8384, -3.0350, 1.2526)
H (-2.6414, -2.1028, -0.3607)
H (-0.0774, -2.2358, -0.7670)
H (1.3086, 1.4177, 0.9810)
H (2.7123, 1.3422, -0.0265)
H (1.8381, 2.9968, -1.4389)
H (0.1946, 2.3316, -1.3923)
H (-0.5344, 3.0024, 1.6358)
H (-1.1166, 3.0046, 0.1281)
H (2.4081, -1.5664, -0.8696)
H (2.8462, -0.0635, -1.6905)
H (-0.5826, 0.5464, 1.4917)
H (-2.6382, 0.4346, -0.5379)
H (-2.8229, 0.5878, 2.3469)
H (-3.8097, -0.6815, 1.6362)
H (-4.8353, 1.7118, 1.6888)
H (-3.7196, 2.0352, 0.3546)
H (-5.3093, -0.2481, 0.1916)
O (-4.3090, 3.6369, 2.9837)
H (-3.7798, 4.3567, 2.6215)
H (-4.1167, 3.6531, 3.9261)
O (3.3291, 2.2169, -3.2384)
H (3.7278, 2.2111, -4.1204)
H (2.7195, 1.4774, -3.2557)
O (-3.7953, -1.0113, -2.2248)
H (-4.1137, -0.1205, -2.4254)
H (-3.1585, -1.1976, -2.9222)
O (5.6212, 1.4818, -5.3057)
H (6.2794, 1.5933, -4.6125)
H (5.9302, 0.7130, -5.7989)
O (4.5510, 1.2183, 1.7063)
H (4.9909, 2.0197, 1.4037)
H (4.8224, 1.1394, 2.6291)
O (-0.1083, 1.7257, 3.7353)
H (0.2267, 2.5971, 3.4976)
H (0.1664, 1.6203, 4.6522)
O (-2.9882, -4.1320, 4.7829)
H (-3.6000, -3.8009, 5.4559)
H (-3.5464, -4.6614, 4.2038)
O (2.2663, -5.5900, -3.5557)
H (2.2326, -4.6301, -3.5757)
H (1.6784, -5.8666, -4.2648)
O (-3.3675, 5.3850, 0.8063)
H (-2.5973, 4.8083, 0.7925)
H (-3.1445, 6.0543, 0.1521)
O (4.7082, -2.6176, -4.4078)
H (3.7601, -2.6479, -4.2559)
H (4.8691, -1.7374, -4.7643)
O (-2.8119, 1.7170, -2.1614)
H (-3.1422, 2.6005, -2.3761)
H (-2.1725, 1.5276, -2.8577)
O (0.0673, -3.7061, 5.1214)
H (-0.8535, -3.9463, 4.9736)
H (0.3750, -4.3571, 5.7614)
O (-5.4255, -2.4429, 4.8313)
H (-6.3012, -2.0613, 4.9423)
H (-5.2338, -2.3664, 3.8902)
O (-3.8045, -4.2195, -1.1323)
H (-3.8417, -3.2723, -1.3079)
H (-4.3495, -4.5987, -1.8287)
O (7.2562, -4.3517, -3.5066)
H (6.9714, -5.2664, -3.5802)
H (6.5442, -3.8471, -3.9164)
O (-1.3243, 5.6608, -1.3387)
H (-1.2725, 6.3577, -2.0066)
H (-0.6201, 5.8814, -0.7192)
O (-1.7502, 8.5545, -2.5138)
H (-1.4825, 9.4765, -2.4610)
H (-2.5759, 8.5744, -3.0069)
O (5.6231, 3.8658, -1.3872)
H (5.0158, 4.0724, -0.6715)
H (5.0553, 3.5465, -2.0968)
O (-1.3344, -6.3973, 6.3861)
H (-1.6318, -7.3097, 6.4546)
H (-1.9888, -5.9700, 5.8219)
O (7.5239, -0.5649, -6.6349)
H (8.0423, -1.3746, -6.6104)
H (8.0299, 0.0301, -7.1968)
O (7.2388, 0.2919, 3.0015)
H (7.5885, -0.5885, 3.1671)
H (7.0582, 0.3014, 2.0562)
O (-6.4338, 2.5299, -1.7369)
H (-7.3657, 2.3720, -1.9059)
H (-6.1782, 1.8626, -1.0808)
O (2.1598, -6.8428, 5.3346)
H (1.1992, -6.8358, 5.4047)
H (2.3691, -6.0443, 4.8419)

---

DFT (wB97M-V/def2-TZVPD) results for a 2-piece molecular cluster, CH2FNO2 overall.

The structure (SMILES) is C#[N+][O-].OF.

Element x y z (Å)
C (2.4531, -0.2850, 0.0110)
N (1.5092, 0.1142, -0.5205)
O (0.6096, 0.4930, -1.1556)
H (3.3296, -0.4554, 0.4360)
O (-2.5187, 0.1682, 0.8889)
F (-3.2904, -0.7671, 0.2708)
H (-2.0924, 0.7321, 0.0695)

---

So what do the calculations give for max |F|? Going down the list: 2.858, 4.575 eV/A.
So what do the calculations give for energy? Going down the list: -2986.836330, -344.148293 hartree.